(1)
A cluster of 3 separate species, C3H9NO2 in total in a non-equilibrium geometry, computed with ωB97M-V/def2-TZVPD.

Each line ends with the natural charge from an NBO analysis.
Positions of all 15 atoms, in Å:
C (0.6161, -0.0113, 0.6188)  0.69
C (0.2823, 1.9088, 2.0362)  -0.55
C (-0.7094, -1.3854, -1.9663)  -0.49
N (-0.4727, -1.6732, -0.5770)  -0.46
O (-0.5822, 0.2834, 0.5598)  -0.61
O (1.5231, 0.3797, -0.2729)  -0.67
H (1.0679, 0.8993, -0.9549)  0.49
H (1.0591, -0.6555, 1.3763)  0.15
H (-1.3622, -1.8719, -0.1185)  0.32
H (-0.1518, 2.6630, 1.3979)  0.18
H (-0.3253, 1.5192, 2.8378)  0.18
H (1.3564, 1.9199, 2.1669)  0.17
H (-1.0481, -2.2887, -2.5040)  0.21
H (0.2227, -1.0697, -2.4462)  0.19
H (-1.4757, -0.6176, -2.1541)  0.20

## Properties
Lowest unoccupied orbital energy (alpha / beta) = 0.3457 / 0.7232 eV
E_HOMO (alpha / beta) = -7.840 / -9.132 eV
Gap between HOMO and LUMO (alpha / beta) = 8.19 / 9.86 eV
Total charge = 0
Energy relative to the best compared isomer or geometry (same formula, charge and spin) = 567.5 kJ/mol

***

(2)
A cluster of 2 separate species, C3H9NO2 in total in a non-equilibrium geometry, computed with ωB97M-V/def2-TZVPD.

Each line ends with the natural charge from an NBO analysis.
Positions of all 15 atoms, in Å:
C (-2.0939, 0.8548, 0.1873)  -0.72
C (-0.8323, 1.6665, -0.0022)  0.67
N (0.3152, 1.0184, 0.3934)  -0.86
O (-0.7691, 2.6927, -0.6489)  -0.60
H (-2.4388, 1.1015, 1.2042)  0.24
H (-1.8621, -0.2014, 0.3309)  0.23
H (-2.7893, 1.0375, -0.6123)  0.25
H (1.1469, 1.5497, 0.6118)  0.40
H (0.2636, 0.1595, 0.9191)  0.39
C (1.7818, -1.8391, -0.2333)  -0.26
O (0.4499, -1.6392, -0.6837)  -0.74
H (2.3542, -0.9092, -0.1072)  0.16
H (1.7239, -2.3912, 0.7023)  0.18
H (2.3557, -2.3487, -1.0241)  0.17
H (0.3945, -0.7518, -1.0373)  0.48

## Properties
SMILES = CC(N)=O.CO
Lowest unoccupied orbital energy = 0.7419 eV
E_HOMO = -9.999 eV
Gap between HOMO and LUMO = 10.74 eV
Total charge = 0
Energy relative to the best compared isomer or geometry (same formula, charge and spin) = 103.7 kJ/mol

***

What is the energy relative to the best compared isomer or geometry (same formula, charge and spin) in the first record?
567.5 kJ/mol